The following is a quantum chemistry calculation of a 2-piece molecular cluster, C4H11NO2 overall at a distorted geometry, from OMol25.

As for the total charge: 0. As for the HOMO-LUMO gap: 10.48 eV. As for the spin multiplicity: 1. The value obtained for the total energy is -9910.44484 eV. For the HOMO energy, the calculation gives -9.55 eV. Its SMILES is CC(=O)O.CCN. The lowest unoccupied orbital energy is 0.93 eV. The molecular weight is 105.14 g mol⁻¹. The value obtained for the energy above the lowest of the compared OMol25 structures with the same formula, charge and spin is 41.4 kcal per mole.

```
18
Properties=species:S:1:pos:R:3:forces:R:3
C -1.714 0.055 2.411 -3.16 -2.37 1.80
C -0.606 0.164 1.545 4.37 1.52 -3.85
O 0.443 -0.415 1.356 -0.09 -1.99 2.20
O -0.767 1.206 0.760 -1.29 3.96 -2.27
H -1.818 -0.975 2.891 0.22 1.58 -0.49
H -2.628 0.305 1.839 0.41 -0.53 0.10
H -1.721 0.859 3.119 0.42 0.21 0.78
C 0.494 -0.589 -1.494 2.21 -0.06 3.70
C 1.011 -1.225 -2.705 -0.37 -1.52 -0.62
N 0.999 0.766 -1.355 -0.95 0.04 4.39
H -0.560 -0.580 -1.374 -1.15 -0.08 -0.40
H 0.853 -1.113 -0.502 -0.66 0.66 -2.30
H 2.063 -1.047 -2.897 0.34 -0.27 0.47
H 0.527 -0.832 -3.585 -0.50 -0.16 -0.47
H 1.283 1.135 -2.158 0.99 1.89 -4.46
H -0.119 1.575 -0.017 -0.91 -2.57 2.13
H 1.825 0.851 -0.767 -0.27 -0.52 0.24
H 0.782 -2.293 -2.535 0.38 0.22 -0.95
```
Forces are in eV/Å.


The following is a quantum chemistry calculation of C17H21N3O2Pt as an isolated structure at a distorted geometry, from OMol25.

As for the total charge: 0. As for the HOMO-LUMO gap (spin up / spin down): 5.18 / 6.02 eV. As for the expectation value of S²: 2.02. As for the spin multiplicity: 3. The value obtained for the total energy is -29778.43804 eV. For the HOMO energy (spin up / spin down), the calculation gives -5.05 / -8.65 eV. The lowest unoccupied orbital energy (spin up / spin down) is 0.13 / -2.62 eV. The molecular weight is 494.45 g mol⁻¹. The value obtained for the energy above the lowest of the compared OMol25 structures with the same formula, charge and spin is 31.4 kcal per mole.

```
44
Properties=species:S:1:pos:R:3:forces:R:3
C 0.245 2.121 -1.963 0.89 0.82 -1.73
C 1.360 -1.290 -2.276 -0.34 -0.08 -1.33
H -0.185 1.802 -2.939 0.10 0.12 0.41
H 1.174 2.693 -2.144 -0.70 -0.11 0.19
H -0.488 2.724 -1.420 0.36 -0.27 0.03
H 1.903 -2.080 -1.747 -0.10 0.47 0.02
H 0.437 -1.711 -2.697 0.13 0.03 0.19
H 1.987 -0.907 -3.090 -0.09 0.01 0.12
C -2.269 0.599 -1.434 -0.89 -0.75 0.62
C -3.607 0.271 -1.226 0.51 1.13 -0.66
C -3.932 -0.949 -0.631 0.58 -1.16 0.46
C -2.902 -1.789 -0.223 -0.79 0.30 -0.29
H -1.962 1.521 -1.912 -0.37 -0.21 0.03
H -4.372 0.979 -1.553 0.23 -0.32 0.11
H -4.972 -1.244 -0.489 0.29 0.09 -0.03
H -3.079 -2.765 0.231 -0.19 0.42 -0.07
N -1.276 -0.194 -1.000 -0.70 0.56 -0.98
C -1.572 -1.370 -0.373 1.27 -0.56 0.69
C -0.429 -2.027 0.231 -1.48 0.47 -0.87
N 0.730 -1.317 0.198 1.13 0.89 -0.19
C 1.856 -1.762 0.783 -0.43 -1.07 0.36
C 0.678 -3.720 1.531 -1.55 -0.40 -0.32
C 1.852 -2.968 1.475 1.24 1.51 -0.48
H 2.733 -1.136 0.630 -0.14 -0.34 0.29
H 2.789 -3.283 1.928 -0.30 -0.08 0.03
C -0.464 -3.259 0.884 0.68 -0.51 0.53
H -1.405 -3.806 0.855 0.41 -0.07 0.24
H 0.660 -4.664 2.067 -0.02 0.11 -0.13
Pt 0.778 0.346 -1.154 -0.29 -2.30 3.04
C 2.809 0.663 -1.059 0.09 0.65 -0.26
H 3.351 -0.163 -1.533 -0.01 0.25 0.14
H 3.164 0.802 -0.028 -0.28 0.00 -0.26
H 2.980 1.602 -1.595 0.30 -0.22 0.09
O 1.703 3.287 0.098 -0.70 -0.81 0.64
C 0.928 2.706 0.847 0.33 0.42 -0.12
C 0.342 3.333 2.100 0.39 0.46 -0.26
C -0.290 2.191 2.824 -0.23 -0.23 0.55
C -0.373 1.063 1.804 -0.66 -0.49 0.15
O -1.053 0.058 1.982 1.01 1.14 -0.47
N 0.404 1.424 0.700 0.39 0.41 -0.29
H 1.130 3.832 2.664 -0.08 0.13 -0.13
H -0.408 4.069 1.796 0.23 0.06 -0.05
H 0.335 1.882 3.670 -0.27 -0.20 -0.10
H -1.289 2.436 3.187 0.04 -0.29 0.11
```
Forces are in eV/Å.


The following is a quantum chemistry calculation of H24O12 as an isolated structure at a distorted geometry, from OMol25.

As for the total charge: 0. As for the HOMO-LUMO gap: 7.83 eV. As for the spin multiplicity: 1. The value obtained for the total energy is -24948.26452 eV. For the HOMO energy, the calculation gives -8.55 eV. The lowest unoccupied orbital energy is -0.72 eV. The molecular weight is 216.18 g mol⁻¹. The value obtained for the energy above the lowest of the compared OMol25 structures with the same formula, charge and spin is 309.7 kcal per mole.

```
36
Properties=species:S:1:pos:R:3:forces:R:3
O 0.522 -1.690 2.279 -3.18 -1.70 3.63
H -0.108 -1.091 2.680 0.39 0.09 0.74
H 0.154 -1.883 1.417 0.60 -0.21 1.07
O 0.223 2.832 -1.366 -1.28 5.03 -3.99
H -0.140 2.000 -1.671 0.57 0.30 -0.03
H 1.087 2.881 -1.774 0.08 0.50 -1.00
O -1.220 2.299 0.733 0.29 2.96 -0.55
H -1.204 2.040 -0.188 0.10 0.56 0.36
H -1.277 3.254 0.713 0.06 0.27 0.29
O 0.351 -0.710 -2.223 1.25 -0.53 -1.21
H 0.915 -0.771 -2.994 0.49 -0.05 -0.16
H -0.359 -1.329 -2.394 0.11 -0.61 -0.77
O -2.002 0.362 1.608 -2.28 -2.54 1.93
H -1.323 -0.284 1.804 -0.50 0.33 -0.09
H -1.538 1.070 1.161 -0.31 -0.17 0.81
O -0.967 -2.860 -2.100 -0.89 -0.74 -1.22
H -0.889 -2.328 -1.309 -0.59 0.24 -0.20
H -0.850 -3.761 -1.796 -0.17 -0.52 -0.54
O 0.008 -0.053 0.442 -0.92 -1.12 -2.12
H -0.057 -0.853 -0.079 0.79 1.16 -0.26
H -0.013 0.655 -0.202 0.98 0.06 1.30
O -0.856 0.912 -1.263 -5.73 0.61 -2.57
H -1.622 1.265 -1.716 -0.93 0.05 -0.18
H -0.422 0.364 -1.918 1.15 -1.30 -1.07
O -0.226 -2.223 0.126 -1.26 -3.35 -1.31
H -1.075 -2.195 0.567 -1.14 -0.08 0.24
H -0.214 -3.071 -0.317 1.01 -0.76 0.82
O 1.335 0.640 1.969 1.80 4.26 5.52
H 0.786 0.192 1.326 -0.92 -0.44 -0.15
H 0.713 1.040 2.578 0.02 0.35 0.39
O 1.722 1.981 -0.074 2.76 -0.61 0.64
H 1.160 2.670 -0.429 0.44 -0.22 1.69
H 1.338 1.773 0.778 0.69 -0.12 0.90
O 2.346 -1.191 1.065 3.16 -1.47 -2.86
H 2.050 -0.281 1.032 1.64 -0.84 -0.23
H 1.651 -1.653 1.533 1.73 0.62 0.17
```
Forces are in eV/Å.


The following is a quantum chemistry calculation of a 3-piece molecular cluster, C22H26BrIN3O8P overall at a distorted geometry, from OMol25.

As for the total charge: 0. As for the HOMO-LUMO gap: 7.27 eV. As for the spin multiplicity: 1. The value obtained for the total energy is -131516.54698 eV. For the HOMO energy, the calculation gives -8.06 eV. Its SMILES is C#Cc1cc2nc(Br)c(P(N)O)nc2c(I)c1CCCCO.C[C@@H]1COC(=O)O1.C[C@@H]1COC(=O)O1. The lowest unoccupied orbital energy is -0.79 eV. The molecular weight is 698.25 g mol⁻¹.

```
62
Properties=species:S:1:pos:R:3:forces:R:3
C 2.331 -4.033 -1.102 -0.92 0.63 -0.28
C 1.732 -3.059 -0.696 0.50 -0.34 0.11
C 1.188 -1.815 -0.173 -0.45 -0.33 0.30
C 1.886 -0.671 -0.409 0.62 0.38 -0.41
C 1.458 0.614 0.045 0.50 -1.99 -0.48
N 2.241 1.681 -0.264 -1.51 0.63 0.92
C 1.699 2.781 0.181 0.99 0.75 -0.38
Br 2.745 4.362 -0.218 -0.52 -0.55 0.19
C 0.459 2.900 0.904 0.59 0.88 -0.87
P -0.398 4.447 1.530 -1.43 -0.17 2.09
N -1.814 4.554 0.504 1.06 0.11 -0.01
O 0.422 5.838 1.247 -0.25 -0.41 -0.93
N -0.251 1.838 1.220 0.89 0.74 -0.58
C 0.263 0.670 0.775 -0.86 -0.69 0.34
C -0.462 -0.551 1.040 -0.32 0.41 0.26
I -2.258 -0.352 2.193 0.72 0.04 -0.21
C -0.045 -1.772 0.599 0.40 -0.90 -0.58
C -0.774 -3.087 0.878 -0.46 0.58 0.71
C -2.226 -3.146 0.309 0.83 -1.05 -0.72
C -2.362 -4.024 -0.967 -0.64 0.33 -0.49
C -3.676 -3.585 -1.688 0.14 -0.03 1.45
O -3.517 -2.398 -2.448 0.00 -0.24 -0.48
H 2.738 -4.864 -1.664 -0.17 0.44 0.66
H 2.807 -0.750 -0.993 -0.30 0.27 0.26
H -1.649 5.199 -0.267 -0.10 -0.29 -0.15
H -2.083 3.630 0.175 -0.07 0.19 -0.11
H 0.025 6.535 1.799 0.13 -0.19 0.19
H -0.859 -3.138 1.981 0.15 -0.12 -0.41
H -0.180 -3.954 0.550 -0.18 0.43 0.04
H -2.881 -3.599 1.071 0.03 0.60 -0.25
H -2.547 -2.134 0.034 -0.09 -0.32 0.37
H -2.443 -5.102 -0.745 0.15 0.38 0.19
H -1.514 -3.904 -1.663 -0.25 0.07 0.26
H -4.120 -4.391 -2.288 0.36 0.48 -0.27
H -4.402 -3.376 -0.872 0.09 -0.27 -0.38
H -3.396 -1.644 -1.862 -0.03 -0.19 0.05
C 7.458 -5.377 -4.425 0.00 0.09 -0.48
C 6.061 -5.028 -3.956 0.69 -0.10 -0.11
C 5.790 -5.392 -2.518 0.03 0.18 0.36
O 4.381 -5.638 -2.523 0.27 -0.27 -0.45
C 4.043 -6.017 -3.790 -0.07 -0.11 -0.28
O 2.992 -6.472 -4.092 -0.05 0.03 0.10
O 5.071 -5.803 -4.650 -0.27 0.10 0.39
H 8.203 -5.138 -3.666 -0.07 0.01 0.04
H 7.533 -6.433 -4.685 -0.06 -0.03 0.21
H 7.705 -4.812 -5.324 0.03 -0.03 0.03
H 5.853 -3.971 -4.140 -0.10 -0.03 0.08
H 6.038 -4.585 -1.831 -0.20 -0.02 0.04
H 6.303 -6.303 -2.198 0.04 -0.01 -0.14
C -5.467 6.637 4.840 0.00 0.26 0.42
C -4.515 7.359 3.910 -0.59 -0.34 0.29
C -4.243 6.627 2.623 -0.14 -0.12 -0.42
O -2.922 7.062 2.292 0.19 0.16 0.43
C -2.312 7.400 3.457 -0.06 -0.03 0.03
O -1.148 7.622 3.571 0.11 -0.09 -0.24
O -3.203 7.450 4.477 0.31 0.11 -0.33
H -6.301 6.198 4.292 0.05 0.02 -0.06
H -4.952 5.856 5.400 0.05 -0.08 -0.21
H -5.877 7.333 5.573 -0.02 -0.05 -0.01
H -4.872 8.374 3.717 0.09 0.00 -0.08
H -4.946 6.898 1.837 0.18 0.04 -0.10
H -4.234 5.539 2.732 0.01 0.03 0.11
```
Forces are in eV/Å.


The following is a quantum chemistry calculation of C38H47BiN9O4S2Si as an isolated structure, from OMol25.

As for the total charge: -1. As for the HOMO-LUMO gap: 7.40 eV. As for the spin multiplicity: 1. The value obtained for the total energy is -97163.64040 eV. For the HOMO energy, the calculation gives -4.99 eV. The lowest unoccupied orbital energy is 2.41 eV. The molecular weight is 995.05 g mol⁻¹. The value obtained for the energy above the lowest of the compared OMol25 structures with the same formula, charge and spin is 20.0 kcal per mole.

```
102
Properties=species:S:1:pos:R:3:forces:R:3
Bi -0.585 0.568 0.468 -0.21 -0.39 -0.49
C -0.677 5.734 -3.188 -0.08 -0.06 0.04
C -1.183 4.333 -3.524 0.11 -0.02 0.21
N -1.893 3.683 -2.435 -0.14 0.23 0.00
C -1.351 3.294 -1.262 0.15 0.04 0.29
S -2.433 2.522 -0.130 -0.13 0.03 -0.19
N -0.087 3.579 -1.035 -0.07 -0.13 -0.30
N 0.342 3.041 0.143 0.08 -0.02 0.24
C 1.330 3.613 0.720 -0.04 0.16 -0.10
C 2.061 4.769 0.096 -0.02 -0.02 0.06
C 1.678 3.166 2.089 0.00 -0.08 0.00
C 2.923 3.452 2.648 0.04 -0.09 -0.07
C 3.187 3.048 3.943 0.05 0.03 -0.01
C 2.198 2.393 4.657 0.00 -0.05 0.00
C 0.989 2.151 4.021 -0.02 -0.07 -0.08
N 0.729 2.520 2.772 -0.03 -0.05 0.02
H -0.231 6.200 -4.070 -0.02 -0.02 0.00
H 0.074 5.670 -2.404 0.00 0.04 -0.01
H -1.497 6.362 -2.834 0.02 0.02 -0.03
H -0.341 3.700 -3.815 -0.01 0.02 -0.07
H -1.883 4.381 -4.358 0.03 -0.08 -0.06
H -2.875 3.492 -2.524 0.01 -0.04 -0.06
H 2.792 4.396 -0.628 0.00 0.03 0.00
H 2.574 5.378 0.838 0.00 -0.02 -0.01
H 1.351 5.385 -0.450 0.01 0.02 -0.01
H 3.684 3.938 2.053 -0.01 0.02 0.04
H 4.156 3.242 4.387 -0.01 -0.01 0.01
H 2.361 2.065 5.676 -0.03 0.01 0.00
H 0.185 1.635 4.534 0.00 -0.05 0.01
O -3.580 -1.383 -2.954 0.10 -0.03 -0.09
C -4.599 -0.567 -2.624 -0.03 0.05 0.05
C -5.543 -0.248 -3.601 -0.04 -0.01 -0.02
C -6.596 0.598 -3.299 0.00 -0.03 0.02
C -6.730 1.135 -2.022 -0.02 -0.01 -0.01
C -5.795 0.814 -1.051 0.02 0.03 -0.05
C -4.732 -0.037 -1.332 0.06 0.04 -0.05
C -3.689 -0.325 -0.311 -0.06 -0.15 0.67
O -2.534 -0.707 -0.729 0.31 0.29 0.36
N -4.049 -0.216 0.948 -0.41 0.30 -0.52
N -3.028 -0.374 1.840 0.31 -0.51 -0.09
C -3.298 -1.166 2.802 0.19 0.05 0.06
C -2.310 -1.598 3.811 -0.07 0.04 -0.07
C -2.724 -2.483 4.808 -0.14 0.01 -0.02
C -1.784 -3.049 5.648 -0.09 -0.05 0.07
C -0.452 -2.721 5.473 0.08 -0.02 0.02
C -0.138 -1.791 4.495 -0.11 0.20 -0.11
N -1.036 -1.224 3.696 0.22 0.09 -0.18
H -2.917 -1.285 -2.216 -0.06 0.05 -0.07
H -5.420 -0.664 -4.593 0.02 0.00 0.01
H -7.312 0.851 -4.072 -0.01 -0.01 0.01
H -7.550 1.805 -1.795 0.02 0.01 0.01
H -5.844 1.242 -0.057 -0.05 -0.05 -0.01
H -4.271 -1.659 2.834 -0.03 0.11 0.04
H -3.776 -2.718 4.901 0.02 -0.07 -0.01
H -2.087 -3.746 6.420 0.00 -0.01 -0.01
H 0.327 -3.173 6.073 0.01 0.03 0.02
H 0.888 -1.485 4.332 0.10 0.03 0.00
C 4.583 -0.713 3.726 -0.01 0.01 -0.04
C 4.708 -0.629 2.209 -0.09 -0.02 0.05
N 3.881 -1.613 1.530 0.10 0.01 -0.01
C 4.378 -2.986 1.492 -0.20 -0.05 0.08
C 3.617 -3.958 2.390 0.04 0.06 0.01
C 2.751 -1.286 0.841 -0.06 0.12 -0.07
S 2.321 0.373 0.651 0.11 -0.11 0.28
N 2.148 -2.300 0.245 -0.02 -0.24 -0.16
C 0.846 -2.441 0.004 0.12 -0.10 0.08
O -0.092 -1.907 0.631 0.16 0.46 0.09
C 0.474 -3.448 -1.045 -0.01 0.04 -0.02
C 1.389 -4.349 -1.575 0.02 0.01 0.01
C 0.991 -5.246 -2.556 -0.04 0.00 -0.02
C -0.319 -5.233 -3.019 0.02 -0.02 0.05
C -1.237 -4.336 -2.486 0.03 0.00 -0.05
C -0.842 -3.447 -1.498 -0.02 0.01 -0.02
H 5.221 0.038 4.198 -0.01 -0.02 0.01
H 4.881 -1.696 4.098 0.00 0.01 0.02
H 3.550 -0.524 4.025 0.02 0.00 -0.01
H 5.749 -0.781 1.910 0.01 0.00 -0.05
H 4.390 0.354 1.870 0.08 0.01 -0.01
H 5.428 -2.955 1.789 0.02 0.02 -0.04
H 4.319 -3.336 0.460 0.02 0.00 -0.01
H 3.756 -3.713 3.446 -0.03 0.00 -0.01
H 3.974 -4.976 2.223 0.00 0.01 0.03
H 2.555 -3.922 2.157 -0.01 -0.02 0.00
H 2.409 -4.332 -1.215 0.00 0.00 0.00
H 1.701 -5.955 -2.964 0.02 0.02 -0.01
H -0.625 -5.924 -3.796 0.00 0.00 0.01
H -2.257 -4.322 -2.849 0.00 0.04 0.00
H -1.529 -2.724 -1.074 0.01 -0.07 0.01
C 1.366 -1.132 -3.518 -0.03 -0.16 0.02
Si 0.520 0.472 -3.045 0.15 0.08 0.01
C -0.933 0.763 -4.193 -0.15 0.02 -0.05
C 1.802 1.832 -3.286 0.09 0.06 0.06
O 0.016 0.428 -1.511 -0.32 -0.03 0.28
H 1.934 -1.021 -4.448 -0.03 0.03 0.02
H 0.651 -1.949 -3.654 0.02 0.01 0.02
H 2.062 -1.432 -2.728 0.00 0.04 -0.04
H -0.639 1.167 -5.168 0.05 -0.03 0.05
H -1.635 1.462 -3.728 0.03 -0.02 -0.04
H -1.479 -0.167 -4.366 -0.02 -0.01 0.03
H 1.820 2.198 -4.318 0.01 -0.03 0.01
H 2.801 1.454 -3.046 -0.04 -0.01 0.01
H 1.597 2.675 -2.622 -0.03 0.00 -0.06
```
Forces are in eV/Å.